ORCA calculation (wB97M-V/def2-TZVPD) on a 8-piece molecular cluster, C23H50N6O7 overall at a distorted geometry.

```
86
Properties=species:S:1:pos:R:3
O -5.23 20.13 -9.97
O -0.61 15.11 -10.88
O -0.96 15.49 -4.50
O -8.25 13.33 -9.95
O 1.16 18.40 -9.19
O 4.61 22.43 -10.15
O 3.55 14.95 -6.03
N -5.68 17.81 -5.76
N 0.48 13.92 -12.53
N -1.17 18.41 -9.39
N -6.70 14.80 -10.72
N -2.44 15.21 -6.21
N 3.97 17.22 -6.08
C -5.19 20.40 -12.35
C -7.58 15.70 -11.40
C -4.70 20.60 -10.87
C -2.30 17.83 -10.16
C -4.11 19.80 -5.39
C -5.28 15.04 -11.06
C 3.58 18.60 -6.14
C 3.75 22.17 -9.25
C -1.53 19.28 -8.27
C -5.00 18.72 -5.60
C -3.46 21.55 -10.64
C 5.07 16.97 -5.18
C 1.18 12.72 -12.81
C -2.02 15.03 -4.92
C -0.11 14.81 -13.64
C -1.72 16.09 -7.16
C 0.05 14.18 -11.23
C 0.09 18.00 -9.81
C -3.66 14.56 -6.73
C 2.62 23.09 -8.94
C 3.27 16.10 -6.45
C 3.91 20.86 -8.50
C -7.08 13.70 -10.04
H 0.18 17.42 -10.74
H -5.05 15.00 -12.13
H -0.79 16.60 -6.92
H 2.37 16.40 -7.01
H -6.18 13.10 -9.82
H -2.48 18.98 -7.81
H -5.27 21.34 -12.90
H 2.71 18.65 -6.79
H -3.08 17.61 -9.43
H 1.48 12.19 -11.90
H -7.13 16.64 -11.72
H -2.79 14.43 -4.41
H -4.98 16.04 -10.72
H -1.44 15.51 -8.04
H 2.08 12.93 -13.39
H -0.62 15.68 -13.25
H 3.63 19.96 -9.05
H -2.80 18.52 -10.85
H -3.38 14.02 -7.63
H -3.60 22.53 -11.11
H -4.06 13.75 -6.12
H 3.21 18.90 -5.16
H -8.05 15.16 -12.22
H -4.62 19.61 -12.84
H -6.20 20.08 -12.10
H -8.53 15.96 -10.92
H 0.34 13.37 -10.54
H -2.30 16.90 -7.60
H 2.32 22.97 -7.90
H -3.39 21.67 -9.56
H 5.88 17.69 -5.28
H 0.64 15.07 -14.38
H -3.29 19.49 -4.73
H -3.83 20.22 -6.35
H -4.61 14.43 -10.46
H -4.34 15.39 -6.94
H 5.74 16.15 -5.43
H -0.90 14.20 -14.08
H 4.93 20.73 -8.13
H 2.90 24.11 -9.21
H 4.76 16.73 -4.16
H 3.20 20.99 -7.69
H 4.33 19.33 -6.42
H 1.80 22.85 -9.62
H -1.94 16.94 -10.69
H 0.62 11.87 -13.19
H -1.83 20.24 -8.71
H -0.65 19.33 -7.63
H -4.73 20.49 -4.82
H -2.46 21.27 -10.96
```

Values from the calculation:
HOMO energy, eV: -8.945
Relative energy (zero: lowest compared OMol25 entry of this formula, charge and spin), kcal per mole: 76.1
SMILES string: CN(C)C=O.CN(C)C=O.CN(C)C=O.CN(C)C=O.CN(C)C=O.CC(C)=O.CC(C)=O.CC#N
M, g mol⁻¹: 522.7
Charge: 0

Results of the Mulliken charge analysis, in e, for atoms 1 through 6: -0.4819, -0.5901, -0.5938, -0.6089, -0.6193, -0.5926

***

ORCA calculation (wB97M-V/def2-TZVPD) on C52H52AsBrN3O2PtSi as an isolated structure at a distorted geometry.

```
113
Properties=species:S:1:pos:R:3
Pt 0.13 -0.96 0.44
Br -2.40 1.61 0.63
As 2.55 1.33 -0.69
Si 0.12 -1.14 2.77
O 0.00 -3.32 -0.24
O -0.14 -5.29 -1.75
N 2.09 -0.29 0.10
N -2.02 -1.59 0.32
N -2.24 -2.95 0.34
C 1.07 2.58 -0.28
C -2.43 1.73 4.46
C 0.61 3.37 -2.68
C -2.75 -0.97 -0.56
C -1.24 -7.25 -1.03
C -1.30 1.06 4.01
C -3.81 0.84 -1.73
C -0.92 -5.90 -0.85
C -1.41 -5.22 0.27
C -1.40 -0.22 3.46
C -4.76 2.20 -3.50
C 3.98 -3.32 1.08
C -4.26 2.13 -2.19
C -0.53 4.33 -0.72
C -3.68 1.14 4.37
C -0.01 3.79 1.53
C 1.54 -0.63 3.95
C 2.21 -0.27 6.26
C 1.70 2.09 2.13
C 3.43 0.98 -3.46
C -4.62 4.52 -2.02
C -2.67 -0.80 3.37
C -5.14 3.40 -4.07
C 2.34 0.78 -2.59
C 2.15 0.06 -5.31
C -5.06 4.58 -3.34
C 2.87 -0.41 3.58
C -4.24 3.32 -1.45
C -1.76 5.54 1.13
C 1.18 0.18 -3.09
C 3.16 -1.13 0.38
C 5.30 -2.87 1.10
C -0.76 4.53 0.63
C 0.39 3.40 -1.19
C 5.55 -1.56 0.72
C -2.25 -5.89 1.16
C -0.01 -0.05 -2.23
C -1.02 -3.78 0.53
C -3.80 -0.12 3.82
C 1.10 -0.18 -4.43
C -2.05 -7.90 -0.12
C 4.51 -0.71 0.37
C 1.24 -0.56 5.31
C 4.73 1.62 -3.04
C 0.90 2.83 1.10
C -2.58 -7.22 0.98
C 2.04 -0.28 -6.77
C 3.31 0.63 -4.80
C 2.94 -2.48 0.74
C 3.52 -0.06 5.87
C -3.06 0.42 -0.69
C 3.85 -0.14 4.52
H 4.14 0.80 -5.47
H -4.56 1.67 4.73
H -1.08 4.93 -1.45
H 6.10 -3.54 1.39
H 1.07 -0.73 -7.00
H -0.09 -2.54 3.27
H -5.35 5.52 -3.78
H -0.29 0.87 -1.70
H 0.34 4.33 -3.12
H -1.37 6.08 1.99
H -2.33 2.73 4.88
H -2.64 -5.34 2.01
H 1.65 3.16 -2.93
H 0.22 -0.83 -1.48
H 4.87 0.01 4.20
H 2.14 0.62 -7.38
H -2.28 -8.96 -0.26
H 0.09 -4.39 -1.30
H 6.56 -1.19 0.71
H 0.00 2.61 -3.18
H 1.93 -0.21 7.31
H 4.75 0.31 0.12
H -4.77 -0.58 3.72
H 1.48 1.02 2.07
H -2.71 -3.25 -0.52
H 4.28 0.15 6.61
H -2.77 -1.78 2.94
H -0.87 -0.39 -2.80
H 1.93 -2.87 0.71
H 4.84 1.62 -1.96
H 0.21 -0.72 5.63
H 0.19 -0.64 -4.80
H -2.02 6.26 0.35
H 1.46 2.43 3.14
H 2.82 -0.98 -7.07
H 4.78 2.65 -3.38
H -4.06 0.02 -2.41
H -0.33 1.53 4.08
H -3.92 3.31 -0.42
H 3.16 -0.46 2.54
H -5.50 3.42 -5.09
H -0.83 -7.77 -1.89
H -0.14 3.95 2.60
H 3.75 -4.34 1.35
H 2.77 2.21 1.96
H -3.22 -7.73 1.68
H -4.58 5.43 -1.43
H -2.68 5.03 1.44
H 5.57 1.08 -3.48
H -4.84 1.29 -4.08
H -3.27 -1.61 -1.28
H -0.79 -3.70 1.61
```

Values from the calculation:
HOMO energy, eV: -4.178
M, g mol⁻¹: 1129.0
Charge: -1

Results of the Mulliken charge analysis, in e, for atoms 1 through 6: 3.2465, 0.1059, 0.4558, 0.0871, -1.2220, -0.7799

***

ORCA calculation (wB97M-V/def2-TZVPD) on a 2-piece molecular cluster, CH7IN3 overall at a distorted geometry.

```
12
Properties=species:S:1:pos:R:3
I 2.87 0.12 -0.73
N 0.32 -1.90 -0.34
N -1.06 1.03 1.05
N 0.04 -0.61 -0.75
C 0.80 0.39 -1.12
H -0.55 -2.33 -0.62
H -0.83 0.27 0.20
H -0.79 0.78 1.97
H 0.40 1.42 -1.28
H 1.21 -2.33 -0.47
H -0.42 1.80 0.84
H -1.98 1.36 1.25
```

Values from the calculation:
HOMO energy, eV: -13.239
Relative energy (zero: lowest compared OMol25 entry of this formula, charge and spin), kcal per mole: 74.5
M, g mol⁻¹: 188.0
Charge: +1

Results of the Mulliken charge analysis, in e, for atoms 1 through 6: 0.1446, -0.4613, -0.5497, -0.2982, -0.3919, 0.2720

***

ORCA calculation (wB97M-V/def2-TZVPD) on C4H10N2S as an isolated structure at a distorted geometry.

```
17
Properties=species:S:1:pos:R:3
S -2.69 0.13 -0.16
N 0.18 1.66 -0.78
N 1.60 -0.79 -0.66
C -1.22 -0.79 -0.64
C 0.14 1.01 0.52
C 1.17 -0.11 0.64
C -0.44 -0.30 0.70
H -0.90 -0.27 1.67
H 1.20 1.35 -1.29
H 0.12 1.70 1.51
H 2.49 -0.52 -0.86
H -1.46 -1.93 -0.52
H 1.46 -1.83 -0.45
H 0.08 2.88 -0.43
H -2.86 -0.79 0.98
H 1.80 -0.70 1.46
H -0.67 -0.69 -1.68
```

Values from the calculation:
HOMO energy, eV: -8.131
Relative energy (zero: lowest compared OMol25 entry of this formula, charge and spin), kcal per mole: 127.3
M, g mol⁻¹: 118.2
Charge: 0

Results of the Mulliken charge analysis, in e, for atoms 1 through 6: -0.2759, -0.6294, -0.6177, -0.5428, 0.4017, -0.6166

***

Among the records above, which one has the lowest charge?
C52H52AsBrN3O2PtSi

***

Which of these has the highest M?
C52H52AsBrN3O2PtSi

***

Which formula does entry 4 have?
C4H10N2S